No. 1
Computed, not measured: 8 unconnected molecules or ions with the total composition C30H74O18P2, with the ωB97M-V functional and the def2-TZVPD basis.

CARTESIAN COORDINATES (ANGSTROEM)
H  -5.178  0.584  -0.629
C  -3.748  -3.894  -1.440
O  -3.239  -2.622  -1.854
C  -0.023  -0.599  1.474
H  -1.368  -1.139  -0.190
H  0.383  -2.992  -1.957
C  2.067  1.296  -1.376
H  -0.882  4.489  0.516
H  1.570  -3.845  0.188
O  -4.008  1.763  0.522
H  1.862  4.204  7.752
C  1.753  -2.393  -7.753
C  0.148  4.303  0.822
H  -0.300  0.842  5.891
C  -0.066  -2.004  -2.066
C  -1.748  -3.788  -5.640
C  3.478  1.896  0.511
C  -4.711  1.567  -0.695
H  0.105  3.097  5.491
H  1.507  -3.439  -4.151
H  2.503  0.300  -1.457
H  1.289  5.087  3.683
H  -3.423  2.262  4.694
C  3.167  -2.616  -0.435
H  -1.966  -3.625  -4.584
H  3.433  -5.945  -0.092
H  0.364  3.270  0.549
H  2.344  6.475  7.807
H  3.963  2.784  0.917
H  1.586  6.718  1.961
H  0.782  1.367  -3.128
C  1.080  5.386  0.352
P  -4.565  2.934  1.548
O  1.999  -3.548  -6.927
H  -0.932  -6.815  -0.927
H  0.697  0.013  7.156
H  1.936  2.927  5.520
C  -0.378  -1.404  0.183
C  0.667  0.790  6.391
H  0.226  4.604  7.098
H  2.880  -4.572  -3.899
H  2.949  5.706  1.378
H  1.685  4.959  -0.448
H  -1.974  -4.847  -5.761
H  -0.320  -2.474  0.382
H  0.613  1.903  2.739
H  -1.103  2.110  2.829
O  -3.549  2.735  2.798
H  2.971  -4.050  1.281
O  -4.466  4.261  0.911
H  4.836  -4.683  -2.112
O  1.744  5.446  6.021
O  -0.559  0.668  1.428
C  1.723  1.813  -2.808
H  4.596  1.175  -3.736
C  -3.033  -4.723  -0.364
C  1.018  3.089  6.085
H  -2.772  1.033  3.683
O  0.280  -1.132  -0.999
H  4.143  1.036  0.434
H  -5.545  2.244  -0.883
H  2.635  -2.424  -1.367
C  -1.494  -6.090  -1.516
C  -3.876  -1.920  -2.981
C  1.468  4.745  2.664
O  1.507  -5.272  -5.171
C  1.876  5.743  1.567
O  -1.693  -4.940  -0.767
O  2.584  1.469  -3.788
C  3.317  -4.973  -0.573
H  -4.609  1.288  3.790
C  -6.793  3.218  2.995
O  2.987  2.206  -0.806
H  0.427  6.165  -0.042
H  1.468  -1.553  -7.120
H  2.713  -5.273  -1.429
H  4.025  2.211  -4.929
O  -0.364  -3.541  -5.852
H  -3.041  -4.300  0.641
C  2.657  -3.885  0.250
C  3.869  1.975  -3.876
H  1.137  7.294  6.759
H  3.107  -1.695  0.144
H  1.402  0.712  5.590
H  -6.145  3.246  3.871
C  1.273  4.419  6.861
O  -6.055  2.418  2.154
H  -2.505  -3.191  -6.149
C  2.017  6.650  6.782
H  -3.686  -4.366  -2.420
O  4.479  -2.947  -0.844
C  -0.327  1.351  2.732
H  0.951  -2.579  -8.467
H  -3.333  -2.266  -3.860
P  0.818  -4.531  -6.437
H  -1.101  -2.181  -2.357
C  -3.611  1.724  3.765
C  4.621  -4.390  -1.085
H  2.605  -2.131  -8.381
H  -3.481  -5.670  -0.063
C  1.801  -4.480  -4.026
H  1.060  -0.502  1.543
H  1.188  1.300  -0.732
H  2.737  1.439  1.167
H  -7.770  2.902  3.360
H  -1.090  -6.000  -2.524
O  0.195  4.325  2.201
H  0.459  -1.632  -2.945
O  0.187  -5.330  -7.537
H  2.821  7.236  6.338
H  1.265  -4.972  -3.214
H  -4.018  1.554  -1.535
H  -0.175  0.634  3.539
H  -2.450  -6.600  -1.636
H  -3.613  -0.873  -2.831
O  0.990  2.069  6.965
H  3.972  2.857  -3.244
H  5.443  -4.641  -0.415
H  2.071  3.842  2.575
H  -4.736  -3.688  -1.029
H  -0.311  -1.266  2.288
H  1.550  2.886  -2.718
H  -4.954  -1.978  -3.137
H  -6.940  4.215  2.579

Output
**DFT total energy**: -3224.258836 hartree
**SMILES**: COP(=O)(OC)OC.COP(=O)(OC)OC.C1CCOC1.C1CCOC1.COCCOC.COCCOC.COCCOC.COCCOC
**Lowest unoccupied orbital energy**: 0.46 eV

Atomic partial charges in e from the Mulliken method, atoms 1 to 8: number 1, H, carries 0.2812; number 2, C, carries -0.3796; number 3, O, carries -0.0223; number 4, C, carries -0.8649; number 5, H, carries 0.3568; number 6, H, carries 0.0152; number 7, C, carries 0.8518; number 8, H, carries 0.2753

---

No. 2
Computed, not measured: a molecular structure, C30H75BCdF4N5, with the ωB97M-V functional and the def2-TZVPD basis.

CARTESIAN COORDINATES (ANGSTROEM)
H  15.645  -5.554  0.497
H  7.616  -15.302  -5.794
H  12.084  -12.732  -7.611
C  0.961  -7.072  4.217
H  17.004  -4.483  0.141
C  14.581  -7.885  -1.349
N  -0.434  -10.860  -6.559
H  1.375  -11.477  -5.428
H  -0.157  -12.135  -4.996
H  6.504  -13.987  -6.089
H  6.017  1.110  -0.624
H  7.046  0.449  2.102
C  4.362  -0.773  2.543
H  5.627  -2.354  1.791
C  8.154  -1.358  1.711
H  7.550  -11.361  -7.295
H  6.766  -11.680  -9.786
H  7.105  -14.256  -4.470
C  7.680  -12.120  -9.388
C  5.099  -1.490  1.388
H  7.827  0.409  0.602
H  1.134  -6.661  3.222
N  6.012  -0.702  0.537
H  13.616  -8.145  -0.916
H  7.793  -13.065  -9.918
C  4.418  -8.355  3.950
H  2.757  -8.077  2.780
C  11.223  -13.331  -7.313
H  1.324  -8.370  -8.135
H  10.129  -11.540  -6.710
N  2.273  -7.396  4.715
H  -0.906  -11.082  -9.376
H  1.589  -9.046  7.612
C  0.086  -6.105  4.993
H  4.927  1.102  0.772
N  8.768  -13.096  -7.344
H  3.422  -7.826  6.464
H  19.118  -7.381  -2.716
H  4.135  -1.449  3.368
H  3.305  -0.251  -0.217
C  4.130  0.116  -0.827
C  2.879  -8.366  3.824
H  14.515  -6.809  -1.511
H  0.787  -9.279  -4.423
H  17.210  -5.891  1.157
N  17.060  -7.720  -0.776
H  9.498  -13.779  -5.482
H  16.994  -8.653  -2.710
H  15.391  -7.928  0.638
H  -0.519  -8.782  -6.496
H  8.507  -1.940  0.860
C  10.066  -12.364  -7.421
H  -0.911  -5.937  4.585
C  19.043  -8.298  -2.131
H  4.916  -7.397  4.099
H  8.539  -11.500  -9.644
C  2.386  -7.747  6.132
H  16.477  -5.991  -1.893
H  15.805  -9.347  -0.284
H  3.420  -0.381  2.160
C  15.729  -8.261  -0.343
H  19.644  -8.299  -1.222
H  11.409  -13.706  -6.307
H  4.798  -8.993  4.749
H  -2.274  -11.499  -8.322
C  8.601  -13.313  -5.889
H  3.765  1.022  -1.311
H  14.676  -8.344  -2.333
C  5.353  0.489  -0.022
C  -0.350  -11.993  -7.469
H  1.641  -10.084  -8.281
C  7.616  -12.293  -7.856
F  6.412  -7.480  -2.512
H  0.566  -5.127  4.979
H  10.081  -11.941  -8.426
H  18.094  -5.968  -1.322
H  7.643  -2.020  2.411
H  -0.584  -12.882  -6.883
H  8.994  -1.011  2.312
H  -0.847  -9.441  -7.988
B  6.688  -6.152  -2.612
C  1.593  -8.982  6.524
C  -1.290  -11.817  -8.669
C  17.597  -8.607  -1.803
H  19.526  -9.070  -2.731
H  0.692  -12.122  -7.760
C  0.234  -10.182  -4.163
H  4.384  -2.057  0.791
C  0.322  -11.213  -5.324
Cd  7.453  -2.532  -2.706
H  4.838  -8.797  3.046
C  1.271  -9.318  -7.600
H  -0.056  -6.433  6.023
H  17.596  -9.587  -1.327
C  -0.154  -9.569  -7.156
H  8.437  -12.360  -5.386
H  6.651  -12.793  -7.765
C  7.236  -0.222  1.265
H  1.956  -9.247  -6.755
H  2.131  -6.939  6.817
F  5.645  -5.288  -2.719
H  -0.815  -10.024  -3.915
F  7.387  -5.720  -1.531
F  7.503  -5.803  -3.626
C  17.085  -6.256  -1.027
H  11.135  -14.129  -8.050
H  0.531  -8.062  4.066
H  0.742  -10.635  -3.312
H  4.892  0.041  3.039
H  2.007  -9.912  6.133
H  2.424  -9.345  3.971
H  0.550  -8.912  6.217
C  16.708  -5.526  0.261
H  -1.427  -12.761  -9.196
H  4.354  -0.665  -1.553
C  7.390  -14.271  -5.522

Output
**DFT total energy**: -2053.494205 hartree
**Total charge**: +1
**Lowest unoccupied orbital energy**: -8.61 eV

Atomic partial charges in e from the Mulliken method, atoms 1 to 8: number 1, H, carries 0.2792; number 2, H, carries 0.3057; number 3, H, carries 0.4189; number 4, C, carries -0.4212; number 5, H, carries 0.4269; number 6, C, carries -1.0013; number 7, N, carries 0.0901; number 8, H, carries 0.3669

---

No. 3
Computed, not measured: a molecular structure, C30H75BCdF4N5, with the ωB97M-V functional and the def2-TZVPD basis.

CARTESIAN COORDINATES (ANGSTROEM)
H  -5.137  -15.815  4.155
C  -5.648  -11.197  -0.404
H  -0.108  -14.437  9.792
H  -0.121  -10.915  -0.156
H  -5.338  -9.442  -3.195
C  -4.977  -9.877  -2.267
H  0.392  -13.773  5.255
H  -0.980  -16.066  3.667
H  -8.018  -9.986  7.205
C  -3.029  -13.073  6.992
H  -1.330  -13.360  5.169
H  -0.802  -17.001  5.885
H  -4.627  -17.944  2.787
H  -4.649  -11.634  -0.423
H  -0.029  -11.394  4.601
H  -6.685  -13.099  -0.442
H  -6.414  -9.423  3.520
N  1.952  -9.336  0.836
C  -1.888  -16.406  4.162
C  -0.191  -10.596  0.880
H  0.273  -11.365  1.511
H  -1.050  -18.334  4.756
H  3.540  -7.976  0.880
C  -6.576  -12.225  0.207
H  -7.437  -10.813  -3.957
H  -5.499  -10.372  5.708
H  -5.595  -10.306  0.251
H  -3.019  -12.328  6.192
N  -5.979  -10.812  -1.767
H  -6.381  -10.488  7.572
C  -0.065  -11.692  5.652
H  -5.532  -10.723  2.695
H  -3.233  -14.057  6.560
H  -6.860  -12.757  6.596
H  -8.527  -12.278  6.298
H  3.297  -7.429  3.324
C  -7.762  -10.008  -3.298
C  2.183  -9.426  -0.597
H  -7.614  -11.575  3.008
C  0.590  -13.766  7.845
H  -1.239  -10.569  1.182
F  -3.523  -13.923  3.589
H  3.865  -10.761  -0.535
H  -6.169  -12.562  1.165
H  2.001  -7.269  1.294
H  -8.839  -9.860  -3.383
C  -7.269  -13.565  3.788
C  3.613  -9.788  -0.959
N  -7.185  -11.357  5.032
H  -4.844  -9.035  -1.559
H  4.350  -9.048  -0.662
C  -1.516  -17.451  5.200
H  2.032  -8.667  3.442
H  -7.572  -11.848  0.438
H  -7.849  -14.080  3.017
N  -2.792  -16.892  3.081
H  -8.836  -12.138  4.102
H  -5.755  -17.319  4.801
C  -7.325  -10.250  -1.864
H  -1.893  -13.640  8.698
H  -3.084  -10.684  -1.568
H  -0.779  -11.070  6.187
C  0.529  -9.291  1.150
H  -4.308  -16.558  5.511
H  -7.405  -9.309  -1.286
C  -0.950  -17.206  1.365
H  -1.217  -16.294  0.823
C  -2.098  -17.823  2.124
H  -7.344  -9.079  -3.700
H  -1.443  -12.072  8.085
H  0.052  -8.482  0.556
B  -2.773  -13.072  2.676
H  -3.659  -18.517  4.111
H  0.195  -15.745  8.618
H  -7.716  -11.269  8.411
H  0.381  -9.024  2.195
H  -3.013  -9.893  -3.149
C  -7.403  -10.851  7.455
C  -7.507  -11.892  6.343
H  0.781  -12.761  8.256
H  3.673  -9.142  3.044
H  1.430  -14.001  7.188
H  -3.761  -11.484  -3.004
H  -3.870  -12.797  7.631
C  -3.995  -17.603  3.611
C  -3.620  -10.525  -2.502
N  -0.635  -13.753  7.043
H  1.899  -8.483  -1.104
H  -8.019  -10.948  -1.401
F  -2.333  -11.999  3.317
H  -4.634  -9.601  3.667
C  -5.792  -10.981  4.854
C  2.926  -8.361  2.899
H  -5.136  -11.868  4.825
H  -0.634  -17.929  0.611
H  -6.214  -13.651  3.481
C  -5.587  -10.127  3.608
C  -7.754  -12.120  3.941
C  -4.836  -16.779  4.587
H  1.529  -14.925  9.407
F  -3.720  -12.886  1.597
Cd  -3.594  -15.249  1.933
H  0.936  -11.478  6.035
H  -0.084  -17.026  1.998
H  -7.363  -14.125  4.720
C  2.618  -8.180  1.419
H  -2.385  -17.809  5.750
H  -2.870  -18.161  1.424
H  1.554  -10.210  -1.010
H  -2.333  -15.553  4.668
C  0.535  -14.775  8.981
H  3.680  -9.893  -2.046
C  -1.716  -13.093  7.769
H  -1.790  -18.725  2.658
C  -0.400  -13.175  5.710
F  -1.759  -13.877  2.054

Output
**DFT total energy**: -2053.771650 hartree
**Total charge**: +1
**Lowest unoccupied orbital energy**: -5.94 eV

Atomic partial charges in e from the Mulliken method, atoms 1 to 8: number 1, H, carries -0.2357; number 2, C, carries -0.3615; number 3, H, carries 0.3402; number 4, H, carries 0.3261; number 5, H, carries 0.3875; number 6, C, carries -0.1862; number 7, H, carries 0.7141; number 8, H, carries 0.5572

---

No. 4
Computed, not measured: a molecular structure, C30H75BCdF4N5O4S, with the ωB97M-V functional and the def2-TZVPD basis.

CARTESIAN COORDINATES (ANGSTROEM)
H  -2.127  1.048  -2.938
H  -2.554  2.009  -0.870
H  1.756  1.422  -3.756
H  6.957  -1.821  0.225
C  -3.033  -2.787  1.382
C  2.282  2.191  -4.323
C  0.070  2.759  4.843
S  2.228  -4.099  -2.096
H  5.319  0.056  -0.219
H  4.180  -2.925  3.534
H  -0.401  -1.094  3.009
F  1.057  0.024  -1.333
N  -3.765  3.659  -1.383
C  0.533  2.629  -5.988
H  -0.295  -6.389  0.831
H  -1.524  1.970  -5.781
H  5.669  -0.406  1.443
H  -2.701  -2.516  2.385
C  5.899  -1.976  0.013
H  -1.813  -7.891  -0.034
H  1.378  -3.956  2.815
H  -2.488  4.638  -0.059
C  2.128  3.480  -3.494
H  -2.331  -6.451  -0.887
O  1.494  -5.241  -1.587
H  0.737  0.178  3.057
H  4.765  3.911  -6.711
H  -0.183  3.050  5.859
H  5.223  -1.628  2.989
H  -0.764  1.748  3.125
C  -0.507  1.618  -5.609
H  -0.605  -3.036  1.864
C  -2.674  2.728  -1.689
H  2.387  -1.897  1.987
H  -4.626  1.365  -0.216
Cd  2.624  -1.558  -1.158
H  2.291  4.222  -6.303
H  -0.347  0.669  -6.126
H  5.677  -2.120  -1.043
H  -2.836  2.399  -3.898
H  -2.397  -2.279  0.648
H  -4.818  5.874  -0.514
H  4.632  2.217  -6.318
C  -4.488  5.302  0.353
F  -0.095  0.240  0.625
H  -1.055  -4.297  3.103
C  -2.254  -6.903  0.099
N  -1.460  -4.712  1.065
C  -2.549  0.099  4.256
C  3.250  1.577  0.411
C  3.425  -2.001  1.691
H  0.278  3.630  4.213
H  -0.593  -1.113  5.492
C  3.159  0.331  1.317
C  -2.820  1.880  -2.934
H  -2.605  -0.921  4.643
H  4.105  2.180  0.725
C  -1.046  1.963  4.175
H  1.120  -1.395  3.825
H  0.506  0.181  5.642
H  3.654  0.659  2.239
C  0.814  -4.579  2.118
C  -3.494  4.210  -0.070
H  -6.253  1.371  -0.752
C  -2.841  -4.283  1.141
C  -1.340  -6.150  1.051
B  0.138  -0.673  -0.426
H  1.235  -4.391  1.126
H  -2.444  -0.003  3.161
H  3.388  1.353  -0.650
H  0.265  3.618  -5.563
H  0.893  -5.633  2.368
H  2.108  0.198  1.549
H  3.677  -1.271  3.705
C  -5.091  3.098  -1.470
H  -3.819  1.424  -2.964
H  3.566  -2.960  1.200
H  -5.777  2.457  0.535
H  -3.980  6.022  1.001
H  -3.892  0.819  5.721
C  4.213  3.197  -6.092
H  -3.426  -4.881  1.879
N  -1.387  0.731  4.859
H  3.318  1.849  -4.243
H  -5.823  3.915  -1.466
O  3.245  -3.551  -1.085
O  2.886  -4.381  -3.366
C  0.348  -0.639  3.663
H  -3.326  -4.538  0.192
H  -1.734  3.288  -1.695
H  -5.321  4.899  0.929
N  3.719  -0.895  0.716
H  1.094  3.654  -3.181
N  1.924  2.267  -5.740
F  -1.008  -1.106  -0.984
H  -4.043  1.794  4.321
H  1.012  2.209  4.780
C  -3.876  0.760  4.623
C  5.171  -0.730  0.524
C  2.740  3.227  -6.471
H  0.441  2.876  -7.055
H  -5.273  2.691  -2.467
F  0.883  -1.732  0.218
H  -1.937  2.588  4.057
C  4.185  -1.962  3.024
H  -3.243  -6.976  0.553
H  -1.406  -6.604  2.072
H  -4.047  -2.425  1.227
H  2.352  2.183  0.511
H  2.671  3.017  -7.541
H  -4.697  0.096  4.354
O  1.351  -2.867  -2.192
C  -0.639  -4.099  2.089
H  -0.487  1.342  -4.555
H  2.426  4.402  -4.001
H  4.388  3.500  -5.062
H  5.618  -2.899  0.517
H  -3.454  3.421  0.702
H  2.707  3.402  -2.570
C  -0.287  -0.193  4.985
C  -5.457  2.049  -0.427

Output
**DFT total energy**: -2753.271643 hartree
**Total charge**: -1
**Lowest unoccupied orbital energy**: 2.13 eV

Atomic partial charges in e from the Mulliken method, atoms 1 to 8: number 1, H, carries 0.3153; number 2, H, carries 0.1056; number 3, H, carries 0.3071; number 4, H, carries 0.4138; number 5, C, carries -0.9678; number 6, C, carries -0.8384; number 7, C, carries -1.4752; number 8, S, carries 1.1189